Formula: C18H23ClFN3O2
Source: the Open Molecules 2025 dataset
Level of theory: wB97M-V/def2-TZVPD

```
48
Properties=species:S:1:pos:R:3:forces:R:3:nbo_charge:R:1
O -0.7662 0.0453 1.4487 -0.24 -0.31 -0.13 -0.6359
C 0.1469 0.8315 1.5819 0.52 0.15 0.01 0.6723
C 1.5599 0.5801 1.0423 -0.04 -0.17 -0.31 -0.3182
N 1.6624 -0.6817 0.3587 -0.12 0.29 0.27 -0.4448
C 1.5255 -1.8969 1.1298 -0.06 -0.35 0.08 -0.2027
C 0.6772 -2.8896 0.3507 0.24 0.08 -0.04 -0.4179
C 1.3608 -3.1360 -0.9840 -0.06 -0.23 0.29 -0.2029
N 1.6439 -1.8779 -1.6378 -0.04 -0.09 -0.06 -0.4489
C 1.7792 -1.9103 -3.0797 0.15 0.24 -0.07 -0.2413
C 0.4488 -2.1313 -3.7528 0.15 -0.22 -0.04 -0.0897
C -0.5335 -1.1535 -3.6243 -0.04 -0.13 -0.11 -0.1575
C -1.7859 -1.3063 -4.1863 -0.12 -0.09 -0.09 -0.2811
C -2.0535 -2.4655 -4.8929 0.24 -0.05 0.07 0.4062
F -3.2668 -2.6350 -5.4534 0.06 0.02 0.04 -0.3207
C -1.1100 -3.4633 -5.0441 -0.23 0.07 -0.04 -0.3063
C 0.1370 -3.2857 -4.4640 -0.22 0.39 0.05 -0.0077
Cl 1.3011 -4.5533 -4.6599 0.12 -0.22 -0.05 0.0024
C 1.6640 -0.6682 -1.0073 0.25 -0.07 0.02 0.8017
O 1.7446 0.3797 -1.6355 -0.09 0.45 -0.27 -0.7017
N 0.0357 2.0074 2.2319 0.05 0.25 0.10 -0.6123
C -1.1918 2.4755 2.8405 -0.15 -0.23 0.05 -0.0656
C -0.9938 2.7433 4.3425 0.05 0.04 -0.01 -0.4098
C -0.7126 4.2405 4.4284 -0.21 -0.02 0.08 -0.4032
C -1.6820 4.8208 3.4024 0.09 0.07 -0.02 -0.4034
C -1.6383 3.8253 2.2377 -0.12 0.06 0.03 -0.4152
H 1.8042 1.3551 0.3090 0.01 -0.03 0.22 0.2697
H 2.2809 0.6182 1.8672 -0.07 0.06 -0.04 0.2064
H 1.0459 -1.6543 2.0792 0.06 -0.01 -0.07 0.2192
H 2.5188 -2.3222 1.3350 -0.10 -0.02 0.07 0.1810
H 0.5680 -3.8230 0.9013 0.01 -0.03 -0.01 0.2180
H -0.3090 -2.4506 0.1926 -0.03 -0.02 0.03 0.2308
H 0.7157 -3.7304 -1.6388 0.06 0.02 0.02 0.2086
H 2.2970 -3.6936 -0.8328 -0.13 -0.04 -0.04 0.1832
H 2.4888 -2.6963 -3.3508 -0.06 0.14 0.02 0.2125
H 2.1780 -0.9369 -3.3778 0.01 -0.24 -0.02 0.2590
H -0.2909 -0.2596 -3.0701 0.03 0.13 0.09 0.2445
H -2.5454 -0.5479 -4.0871 -0.10 0.07 0.00 0.2335
H -1.3463 -4.3572 -5.5986 -0.03 -0.07 -0.04 0.2415
H 0.8330 2.6219 2.2824 0.07 -0.11 -0.10 0.3886
H -1.9211 1.6823 2.6629 0.11 0.13 0.03 0.2417
H -0.1924 2.1316 4.7549 -0.06 -0.10 0.03 0.2155
H -1.9135 2.5105 4.8791 -0.06 0.00 0.06 0.2081
H -0.8726 4.6395 5.4285 0.11 0.05 0.04 0.2154
H 0.3177 4.4517 4.1360 0.10 0.04 0.01 0.1877
H -1.4113 5.8288 3.0925 -0.08 0.07 0.01 0.2125
H -2.6850 4.8534 3.8294 -0.04 0.05 0.04 0.1989
H -2.6033 3.7415 1.7424 0.00 0.00 -0.11 0.2206
H -0.9100 4.1425 1.4901 -0.02 -0.01 -0.05 0.2073
```
Positions in Å, forces in eV/Å.

Summary:
- orbital gap (eV) = 9.5
- 2S+1 = 1
- charge = 0